a:
Computed, not measured: the molecule C17H18N2O4, with the ωB97M-V functional and the def2-TZVPD basis.

Geometry (Å):
1 O 1.148 1.412 -1.187
2 O -4.343 -1.667 -0.007
3 O -4.609 0.891 1.328
4 O 0.737 2.303 0.753
5 N 1.919 0.117 1.102
6 N 2.578 1.091 -1.031
7 C 6.153 -1.033 -0.916
8 C 4.767 -0.420 -1.196
9 C -3.455 -0.557 -0.336
10 C 4.805 -0.075 1.492
11 C -1.741 0.088 -1.734
12 C 4.099 -0.035 0.366
13 C -2.881 1.449 0.287
14 C -0.865 2.549 -1.273
15 C 2.736 0.454 0.253
16 C -2.591 -0.796 -1.327
17 C -4.385 -2.853 -0.654
18 C 6.791 -1.201 0.280
19 C -1.890 1.366 -0.822
20 C 6.225 -0.339 1.390
21 C 0.367 2.151 -0.320
22 C -3.712 0.576 0.295
23 C -5.573 -0.041 1.774
24 H -4.545 -2.761 -1.643
25 H 6.754 -0.344 2.297
26 H -2.849 2.569 0.739
27 H -5.306 -0.742 2.205
28 H -3.588 -3.229 -0.519
29 H -1.170 3.708 -0.690
30 H 7.765 -1.406 0.193
31 H 4.481 0.349 2.344
32 H 1.171 0.845 1.429
33 H -0.995 0.142 -2.524
34 H -6.265 0.638 2.456
35 H 4.181 -0.736 -1.893
36 H -2.570 -1.656 -1.602
37 H -6.254 -0.376 0.827
38 H -5.243 -3.439 -0.313
39 H 2.288 -0.178 2.163
40 H 6.563 -1.410 -1.778
41 H -0.702 2.595 -2.209

Summary:
**Frontier orbital gap**: 7.7 eV
**SMILES**: COc1ccc(CC(=O)O/N=C(\N)c2ccccc2)cc1OC
**M**: 314.34 g mol⁻¹
**HOMO energy**: -0.289 Ha

These are the Mulliken partial charges, in e, on atoms 1 to 8: -0.23, -0.44, -0.34, -0.66, -0.46, -0.60, -0.17, -0.82

b:
Computed, not measured: the molecule C17H18N2O4, with the ωB97M-V functional and the def2-TZVPD basis.

Geometry (Å):
1 O -4.856 -1.739 0.723
2 O -4.280 -1.297 -1.739
3 O 0.763 2.995 1.005
4 O 3.699 -0.394 0.207
5 N -0.315 1.785 -0.703
6 N -4.194 -0.920 -0.331
7 C -3.783 0.547 1.246
8 C -1.568 1.243 0.213
9 C 1.866 -3.642 0.471
10 C 1.849 2.803 -1.014
11 C -3.228 0.025 0.095
12 C -1.994 1.939 1.235
13 C -3.086 1.447 1.646
14 C 2.550 -1.357 0.535
15 C 2.880 -2.742 0.099
16 C 2.661 1.349 -1.077
17 C 0.674 -3.315 0.724
18 C 0.272 -2.062 1.080
19 C 0.674 2.545 -0.172
20 C -1.581 -0.445 -1.602
21 C -2.042 0.284 -0.513
22 C 3.325 0.713 0.276
23 C 1.270 -0.928 0.538
24 H 2.189 -4.799 0.246
25 H -1.334 2.884 1.607
26 H -0.724 -0.630 -1.385
27 H 2.662 1.280 1.014
28 H 1.054 -0.062 0.982
29 H -0.664 -2.043 1.195
30 H 3.399 1.292 -2.014
31 H 3.981 -2.998 -0.011
32 H -4.794 0.183 1.728
33 H -2.232 -1.285 -1.906
34 H 1.874 0.434 -1.271
35 H 1.580 2.714 -2.137
36 H 4.214 1.326 0.420
37 H -0.022 -4.048 0.731
38 H -0.178 1.339 -1.622
39 H 2.483 3.467 -0.763
40 H -3.479 2.008 2.661
41 H -1.564 0.109 -2.416

Summary:
**Frontier orbital gap**: 6.8 eV
**SMILES**: Cc1c(NC(=O)CCCOc2ccccc2)cccc1[N+](=O)[O-]
**M**: 314.34 g mol⁻¹
**HOMO energy**: -0.333 Ha

These are the Mulliken partial charges, in e, on atoms 1 to 8: -0.46, -0.47, -0.70, -0.30, -0.08, 0.57, -0.39, 1.16

It is b that is the least stable of them.

a:
Computed, not measured: the molecule C2HClN2S, with the ωB97M-V functional and the def2-TZVPD basis.

Geometry (Å):
1 Cl -2.319 -1.510 0.081
2 S -1.450 1.356 0.017
3 N -1.038 -0.187 -0.034
4 N 0.099 -0.708 -0.010
5 C 1.198 0.090 -0.021
6 C 1.451 1.371 0.186
7 H 2.058 -0.412 -0.219

Summary:
**Frontier orbital gap**: 8.1 eV
**M**: 120.56 g mol⁻¹
**HOMO energy**: -0.354 Ha

Formally, the Mulliken partial charges of the atoms, in units of the elementary charge, are as follows: 0.00, -0.12, 0.30, -0.37, 0.18, -0.36, 0.38

b:
Computed, not measured: the molecule C2HClN2S, with the ωB97M-V functional and the def2-TZVPD basis.

Geometry (Å):
1 Cl 2.155 -0.554 -0.014
2 S 1.244 2.189 -0.022
3 N -1.258 -2.169 -0.029
4 N -0.989 -1.068 -0.031
5 C -0.516 0.147 -0.086
6 C 0.824 0.614 -0.025
7 H -1.460 0.841 0.208

Summary:
**Frontier orbital gap**: 8.1 eV
**M**: 120.56 g mol⁻¹
**HOMO energy**: -0.332 Ha

Formally, the Mulliken partial charges of the atoms, in units of the elementary charge, are as follows: -0.16, -0.24, -0.50, 0.53, -0.05, 0.19, 0.23

It is a that is the least stable of them.

a:
Computed, not measured: the molecule CFIO, with the ωB97M-V functional and the def2-TZVPD basis.

Geometry (Å):
1 I 1.920 -0.110 -0.003
2 F -0.648 1.237 0.018
3 O -1.203 -1.231 0.021
4 C -0.070 0.103 -0.036

Summary:
**Frontier orbital gap (alpha / beta)**: 8.7 / 8.6 eV
**SMILES**: O=C(F)I
**M**: 173.91 g mol⁻¹
**HOMO energy (alpha / beta)**: -0.370 / -0.366 Ha

Formally, the Mulliken partial charges of the atoms, in units of the elementary charge, are as follows: 0.30, -0.07, -0.46, 0.23

b:
Computed, not measured: a cluster of 2 separate species, CFIO in total, with the ωB97M-V functional and the def2-TZVPD basis.

Geometry (Å):
1 I 4.318 -0.037 -0.003
2 F 0.745 0.830 0.192
3 O -0.776 -0.831 0.136
4 C -0.313 0.182 -0.208

Summary:
**Frontier orbital gap (alpha / beta)**: 9.0 / 6.7 eV
**M**: 173.91 g mol⁻¹
**HOMO energy (alpha / beta)**: -0.383 / -0.369 Ha

Formally, the Mulliken partial charges of the atoms, in units of the elementary charge, are as follows: 0.01, -0.13, -0.25, 0.36

It is a that is the least stable of them.

a:
Computed, not measured: a cluster of 2 separate species, CH2F3NO in total, with the ωB97M-V functional and the def2-TZVPD basis.

Geometry (Å):
1 F -0.569 -0.208 -1.428
2 F -2.280 0.279 0.631
3 F -0.610 -1.716 0.431
4 O -0.956 0.695 0.560
5 N 1.218 0.263 -0.028
6 C -0.124 -0.015 -0.158
7 H 1.540 0.858 0.750
8 H 1.782 -0.156 -0.757

Summary:
**Frontier orbital gap**: 11.0 eV
**M**: 101.03 g mol⁻¹
**HOMO energy**: -0.419 Ha

Formally, the Mulliken partial charges of the atoms, in units of the elementary charge, are as follows: -0.21, -0.04, -0.55, -0.16, -0.37, 0.84, 0.26, 0.24

b:
Computed, not measured: the molecule CH2F3NO, with the ωB97M-V functional and the def2-TZVPD basis.

Geometry (Å):
1 F -1.041 -0.279 -1.166
2 F 1.065 -0.019 -1.124
3 F 0.150 2.302 -0.677
4 O -0.284 1.229 0.205
5 N -0.087 -1.050 0.725
6 C -0.056 -0.026 -0.409
7 H 0.800 -1.537 0.879
8 H -0.548 -0.620 1.567

Summary:
**Frontier orbital gap**: 10.8 eV
**SMILES**: NC(F)(F)OF
**M**: 101.03 g mol⁻¹
**HOMO energy**: -0.401 Ha

Formally, the Mulliken partial charges of the atoms, in units of the elementary charge, are as follows: -0.23, -0.23, -0.15, -0.19, -0.54, 0.83, 0.24, 0.27

It is a that is the least stable of them.

a:
Computed, not measured: the molecule C2H6SSi, with the ωB97M-V functional and the def2-TZVPD basis.

Geometry (Å):
1 S -2.367 -0.440 -0.033
2 Si 0.881 -1.464 -0.019
3 C -0.831 0.050 -0.015
4 C -0.400 1.461 0.042
5 H -1.237 2.135 0.229
6 H 1.705 -1.087 1.123
7 H 0.357 1.592 0.816
8 H 0.294 -2.791 0.061
9 H 1.537 -1.182 -1.292
10 H 0.061 1.727 -0.911

Summary:
**Frontier orbital gap**: 8.2 eV
**SMILES**: CC([SiH3])=S
**M**: 90.22 g mol⁻¹
**HOMO energy**: -0.296 Ha

These are the Mulliken partial charges, in e, on atoms 1 to 8: -0.26, 0.49, 0.12, -1.00, 0.33, -0.09, 0.30, -0.09

b:
Computed, not measured: a cluster of 2 separate species, C2H6SSi in total, with the ωB97M-V functional and the def2-TZVPD basis.

Geometry (Å):
1 S -1.477 -0.288 -2.385
2 Si 0.287 1.936 0.168
3 C -0.634 -0.482 -1.041
4 C -0.276 -1.756 -0.397
5 H 0.033 -2.490 -1.144
6 H -1.165 -2.148 0.100
7 H -0.941 2.430 0.767
8 H 0.511 -1.631 0.343
9 H 0.864 2.758 -0.879
10 H 1.244 1.396 1.125

Summary:
**Frontier orbital gap**: 7.0 eV
**M**: 90.22 g mol⁻¹
**HOMO energy**: -0.270 Ha

These are the Mulliken partial charges, in e, on atoms 1 to 8: -0.24, 0.49, -0.06, -0.79, 0.31, 0.27, -0.07, 0.24

It is b that is the least stable of them.

a:
Computed, not measured: a cluster of 2 separate species, C4H10BNO in total, with the ωB97M-V functional and the def2-TZVPD basis.

Geometry (Å):
1 O -2.365 2.658 0.068
2 N -0.709 1.089 0.964
3 C -0.475 -2.856 -0.832
4 C 0.772 -2.209 -0.446
5 C -0.088 0.045 0.804
6 C 0.235 3.250 -0.033
7 B -0.987 2.334 0.294
8 H 0.024 4.102 -0.690
9 H 1.167 -2.472 0.478
10 H 1.053 2.728 -0.319
11 H 1.130 -1.294 -0.968
12 H -0.612 -3.689 -0.220
13 H -2.554 3.543 -0.190
14 H -0.489 -2.958 -1.888
15 H -1.401 -2.174 -0.528
16 H 0.613 3.485 0.936
17 H 0.263 -0.581 1.655

Summary:
**Frontier orbital gap (alpha / beta)**: 7.8 / 8.1 eV
**M**: 98.94 g mol⁻¹
**HOMO energy (alpha / beta)**: -0.281 / -0.280 Ha

These are the Mulliken partial charges, in e, on atoms 1 to 8: -0.57, -0.40, -0.65, -0.87, -0.13, -0.96, 0.51, 0.26

b:
Computed, not measured: a structure of composition C4H10BNO, with the ωB97M-V functional and the def2-TZVPD basis.

Geometry (Å):
1 O 2.483 -1.164 -0.776
2 N 0.361 -0.696 0.246
3 C -1.958 0.326 -1.270
4 C 2.237 1.137 0.305
5 C -1.830 -0.995 1.130
6 C -0.878 -0.475 0.103
7 B 1.659 -0.279 -0.196
8 H 2.000 1.349 1.436
9 H -1.496 1.342 -1.421
10 H -2.766 0.647 -0.607
11 H -2.416 -0.097 1.665
12 H -1.310 -1.368 1.946
13 H 1.741 1.847 -0.195
14 H 3.360 -0.795 -0.984
15 H -2.012 -0.225 -2.210
16 H 3.319 1.219 0.007
17 H -2.495 -1.771 0.822

Summary:
**Frontier orbital gap**: 9.4 eV
**M**: 98.94 g mol⁻¹
**HOMO energy**: -0.323 Ha

These are the Mulliken partial charges, in e, on atoms 1 to 8: -0.56, -0.46, -0.92, -0.88, -1.22, 0.50, 0.51, 0.23

It is a that is the least stable of them.